(1)
C27H32BN9OReSSi2 | ωB97M-V/def2-TZVPD

Summary:
* largest force on an atom: 0.84 eV/A
* calculated total energy: -2696.58292 Ha
* molecular weight: 783.87 Da
* frontier orbital gap (alpha / beta): 0.26825 / 0.25635 Eh
* multiplicity: 2
* E_HOMO (alpha / beta): -7.20 / -7.08 eV
* LUMO level (alpha / beta): 0.10 / -0.10 eV

Last column: Mulliken charge in e.
Geometry (Å):
1 Re 0.513 -0.150 -0.461  1.802
2 C -3.113 -2.570 -0.764  -1.455
3 C -2.195 -1.662 -1.291  -0.220
4 N -1.247 -1.399 -0.398  -0.423
5 N -1.507 -2.144 0.693  0.583
6 C -2.639 -2.850 0.497  -0.074
7 B -0.481 -2.348 1.839  0.513
8 N 0.813 -2.868 1.171  0.632
9 C 1.653 -3.852 1.524  -0.126
10 C 2.654 -3.930 0.576  -1.451
11 C 2.358 -2.909 -0.323  -0.131
12 N 1.261 -2.253 0.053  -0.632
13 N -0.147 -1.011 2.514  0.547
14 C -0.209 -0.610 3.795  0.048
15 C 0.169 0.712 3.853  -1.783
16 C 0.460 1.054 2.534  -0.084
17 N 0.282 0.011 1.727  -0.435
18 N -1.059 -3.387 2.787  0.359
19 C -1.130 -4.732 2.597  -0.313
20 C -2.020 -5.242 3.506  -0.949
21 C -2.475 -4.112 4.213  -0.305
22 N -1.911 -3.005 3.768  -1.100
23 H -3.994 -2.967 -1.235  0.453
24 H -2.162 -1.190 -2.256  0.412
25 H -3.016 -3.512 1.258  0.369
26 H 1.477 -4.437 2.409  0.703
27 H 3.475 -4.623 0.546  0.434
28 H 2.903 -2.608 -1.199  0.469
29 H -0.556 -1.286 4.554  0.567
30 H 0.211 1.346 4.721  0.464
31 H 0.750 2.010 2.135  0.276
32 H -0.569 -5.220 1.820  0.618
33 H -2.301 -6.272 3.639  0.431
34 H -3.186 -4.062 5.022  0.465
35 C 1.627 2.866 -2.285  -1.419
36 Si 1.289 2.332 -0.492  1.087
37 C 2.807 2.837 0.548  -1.513
38 C 0.027 3.622 0.088  0.502
39 C 0.310 4.948 0.425  -0.752
40 C -0.713 5.819 0.769  -0.654
41 C -2.032 5.375 0.777  -0.681
42 C -2.322 4.061 0.440  -0.803
43 C -1.297 3.176 0.099  0.500
44 Si -1.523 1.384 -0.446  0.730
45 C -2.840 0.801 0.792  -1.534
46 C -2.264 1.612 -2.180  -1.348
47 H 1.678 3.958 -2.313  0.461
48 H 0.806 2.563 -2.941  0.150
49 H 2.562 2.479 -2.691  0.376
50 H 3.063 3.858 0.248  0.410
51 H 3.700 2.232 0.410  0.504
52 H 2.581 2.872 1.615  0.335
53 H 1.332 5.312 0.420  0.281
54 H -0.487 6.845 1.034  0.412
55 H -2.829 6.056 1.048  0.384
56 H -3.355 3.728 0.450  0.333
57 H -3.716 1.449 0.702  0.584
58 H -2.446 0.939 1.803  0.292
59 H -3.187 -0.227 0.701  0.377
60 H -3.257 2.063 -2.090  0.416
61 H -2.345 0.729 -2.812  0.276
62 H -1.632 2.332 -2.708  0.355
63 O 0.434 -0.437 -2.468  -0.517
64 N 1.574 -0.375 -3.206  0.372
65 C 1.414 -0.554 -4.534  -0.320
66 C 2.485 -0.528 -5.378  -0.818
67 C 3.757 -0.304 -4.832  -0.202
68 C 3.890 -0.115 -3.483  -1.184
69 C 2.771 -0.145 -2.630  0.854
70 S 2.874 0.102 -0.932  -0.699
71 H 0.390 -0.714 -4.833  0.502
72 H 2.335 -0.675 -6.437  0.429
73 H 4.628 -0.275 -5.473  0.420
74 H 4.853 0.077 -3.030  0.436

=====

(2)
C3H7O3Sr | ωB97M-V/def2-TZVPD

Summary:
* largest force on an atom: 3.68 eV/A
* calculated total energy: -374.66455 Ha
* molecular weight: 178.71 Da
* net charge: +1
* frontier orbital gap: 0.32933 Eh
* E_HOMO: -13.11 eV
* LUMO level: -4.15 eV

Last column: Mulliken charge in e.
Geometry (Å):
1 O -0.466 1.580 0.059  -1.072
2 C -1.505 1.006 -0.654  -0.435
3 C -2.169 -0.138 0.098  -0.252
4 O -1.264 -1.218 0.445  -0.349
5 C -0.074 -1.784 -0.568  -0.108
6 Sr 1.476 0.814 0.122  1.945
7 H -1.199 0.652 -1.660  0.258
8 H -2.317 1.735 -0.843  0.347
9 H -2.957 -0.595 -0.512  0.297
10 H -2.595 0.201 1.050  0.323
11 H -0.212 -2.851 -0.345  0.299
12 H -0.547 -1.586 -1.540  0.335
13 O 0.951 -1.268 0.065  -1.077
14 H -0.658 -1.296 1.325  0.489

=====

(3)
C4H10NO | ωB97M-V/def2-TZVPD

Summary:
* largest force on an atom: 2.03 eV/A
* calculated total energy: -288.11395 Ha
* molecular weight: 88.13 Da
* net charge: +1
* frontier orbital gap: 0.41206 Eh
* E_HOMO: -15.57 eV
* LUMO level: -4.36 eV

Last column: Mulliken charge in e.
Geometry (Å):
1 C -0.307 -1.120 -0.094  -0.113
2 C -0.209 0.372 -0.014  1.003
3 C 0.415 1.090 -1.127  -1.220
4 C -0.782 1.088 1.133  -1.423
5 N 0.978 -1.018 0.649  -0.368
6 O -0.176 -1.646 -1.339  -0.494
7 H -1.080 -1.579 0.528  0.474
8 H 1.121 0.468 -1.673  0.392
9 H 0.875 2.033 -0.837  0.378
10 H -0.391 1.296 -1.844  0.353
11 H -1.453 0.473 1.726  0.389
12 H -1.324 1.955 0.753  0.410
13 H -0.006 1.499 1.781  0.366
14 H 1.009 -1.208 1.638  0.259
15 H 1.828 -1.149 0.122  0.248
16 H -0.497 -2.555 -1.403  0.347